[1]
{"formula": "C19H37FN2O8P", "method": "wB97M-V/def2-TZVPD", "elements": ["C", "C", "C", "C", "C", "C", "C", "O", "F", "P", "N", "C", "C", "C", "C", "N", "O", "H", "H", "H", "H", "H", "H", "H", "H", "H", "H", "H", "H", "H", "H", "H", "H", "H", "H", "H", "H", "H", "C", "C", "O", "C", "O", "O", "C", "H", "H", "H", "H", "H", "H", "H", "H", "C", "C", "O", "C", "O", "O", "C", "H", "H", "H", "H", "H", "H", "H", "H"], "xyz": [[-3.617707, 1.406653, -0.725578], [-2.031510, 1.634317, -1.086239], [-2.018954, 2.366529, -2.590940], [-1.329982, 0.169569, -1.304496], [-0.004847, -0.081311, -0.361723], [0.455619, -1.651721, -0.230679], [-0.278323, -2.669213, -1.303995], [0.246014, -3.069386, -2.475736], [-1.638193, -3.175424, -0.883162], [1.488609, 0.887953, -1.080980], [2.086491, 0.089647, -2.390464], [-0.448337, 0.435218, 1.166237], [-0.975968, 1.986437, 1.181757], [0.300738, 2.888838, 1.778376], [-2.175898, 2.153243, 2.305433], [-1.292710, 2.578725, -0.169690], [-2.046462, 3.674667, 0.084945], [-3.811147, 0.661710, 0.168806], [-4.097104, 0.876699, -1.682533], [-4.234107, 2.422725, -0.613019], [-1.001165, 2.890330, -2.834781], [-2.851874, 3.188625, -2.590122], [-2.333952, 1.582044, -3.432736], [-2.182590, -0.640645, -1.099317], [-1.013013, 0.006682, -2.437736], [1.617577, -1.689279, -0.457070], [0.271475, -1.974363, 0.902199], [2.610126, 0.997730, -0.141077], [1.094138, 2.208971, -1.556845], [3.089351, -0.171132, -2.230979], [0.560200, 0.365263, 1.801300], [-1.287039, -0.279484, 1.580878], [-0.074613, 3.967322, 2.037493], [1.099431, 2.944239, 0.917863], [0.735383, 2.329139, 2.733301], [-1.786538, 1.585802, 3.281385], [-2.344605, 3.272238, 2.651413], [-3.184335, 1.634582, 2.018270], [5.556378, 3.520328, 5.976172], [5.293791, 4.091104, 4.592687], [3.888940, 4.245077, 4.354362], [3.297376, 5.293352, 4.979574], [3.850916, 6.101155, 5.707825], [1.973837, 5.272125, 4.680043], [1.213813, 6.262692, 5.367466], [5.004594, 2.584673, 6.116433], [6.623045, 3.330043, 6.120238], [5.221654, 4.204799, 6.760862], [5.667262, 3.390975, 3.837867], [5.818586, 5.041571, 4.438759], [1.626587, 7.264405, 5.208353], [1.174159, 6.026222, 6.434751], [0.194673, 6.244163, 4.970839], [-1.425481, -5.309796, -3.397383], [-0.372545, -6.385768, -3.603246], [-0.977418, -7.662656, -3.843674], [-1.506070, -7.839977, -5.080121], [-1.504813, -7.022439, -5.986174], [-2.065727, -9.075481, -5.127427], [-2.757020, -9.346260, -6.344063], [-2.119338, -5.599162, -2.600879], [-0.958842, -4.356902, -3.134742], [-2.025397, -5.160081, -4.299584], [0.223209, -6.485554, -2.689718], [0.319896, -6.127215, -4.413286], [-2.112355, -9.184141, -7.214264], [-3.655032, -8.724850, -6.407394], [-3.062858, -10.396340, -6.334036]], "forces_ev_per_a": [[-0.7, -0.3, -0.8], [-0.8, -0.2, -3.2], [-1.0, 0.1, 0.2], [0.2, -0.6, -0.3], [-2.1, 0.2, 1.4], [0.2, -0.1, 0.2], [2.3, -2.0, -5.5], [-3.9, 3.3, 9.1], [3.9, 1.6, -1.1], [1.8, -1.8, -3.0], [0.1, 0.8, 2.1], [0.7, 0.0, -0.9], [1.9, 0.3, 2.8], [-0.5, -0.5, -0.4], [0.4, -0.5, 0.9], [-3.5, -0.1, 2.2], [2.0, -1.6, -1.4], [0.5, 1.7, -1.7], [1.2, 1.1, 2.0], [1.7, -2.2, 0.0], [-1.8, -1.2, 0.5], [1.7, -1.4, 0.0], [0.9, 1.7, 1.9], [2.1, 1.6, -0.2], [-0.6, 0.5, 2.4], [-2.5, -0.3, 0.2], [0.2, 0.4, -2.7], [-1.5, 0.4, 0.0], [-0.2, -0.8, 1.1], [-1.3, 0.3, -0.2], [-2.5, 0.1, -1.0], [1.8, 1.3, -0.8], [0.8, -2.1, -0.5], [-1.4, 0.0, 1.9], [-0.9, 1.4, -2.1], [-0.7, 1.1, -2.1], [0.3, -2.4, -1.1], [2.0, 1.2, 0.4], [-0.2, 0.1, 0.3], [0.7, -0.1, 0.3], [-0.7, 0.8, 0.2], [0.3, 0.1, 0.4], [-0.8, -1.1, -1.1], [1.1, -0.1, 0.0], [-0.4, 0.4, 0.2], [0.2, 0.0, -0.1], [-0.1, 0.0, -0.1], [0.1, 0.0, -0.2], [-0.4, 0.1, 0.0], [-0.3, -0.1, 0.1], [0.0, -0.3, 0.1], [0.1, 0.2, -0.1], [0.3, -0.2, -0.1], [-0.4, 0.0, -0.2], [0.0, 0.9, 0.1], [-0.3, -0.7, -1.1], [0.0, 0.6, 0.0], [0.0, -1.2, 1.1], [0.5, 0.8, 0.1], [-0.2, -0.2, -0.4], [0.2, 0.0, 0.0], [-0.3, -0.6, -0.2], [0.2, -0.1, 0.0], [-0.2, -0.3, -0.2], [-0.3, -0.1, 0.0], [-0.2, 0.1, 0.2], [0.2, 0.0, -0.1], [0.2, 0.2, 0.3]], "lowdin_charge": [-0.07, -0.43, -0.07, -0.11, -0.48, -0.08, -0.14, 0.00, -0.05, 0.76, -0.34, -0.11, -0.44, -0.06, -0.06, -0.14, -0.03, 0.08, 0.11, 0.11, 0.09, 0.09, 0.10, 0.13, 0.13, 0.12, 0.14, 0.02, 0.02, -0.04, 0.13, 0.14, 0.09, 0.06, 0.10, 0.10, 0.10, 0.07, -0.07, -0.22, 0.02, -0.55, 0.11, -0.02, -0.05, 0.08, 0.08, 0.07, 0.12, 0.13, 0.10, 0.10, 0.09, -0.07, -0.21, 0.02, -0.55, 0.11, -0.01, -0.06, 0.08, 0.03, 0.08, 0.12, 0.13, 0.10, 0.10, 0.09], "homo_ev": [-8.6, -8.6], "spin_multiplicity": 2}

[2]
{"formula": "C20H43ClN8O4P", "method": "wB97M-V/def2-TZVPD", "elements": ["C", "C", "O", "O", "C", "C", "C", "C", "C", "C", "C", "C", "N", "N", "C", "N", "N", "C", "N", "C", "C", "O", "Cl", "H", "H", "H", "H", "H", "H", "H", "H", "H", "H", "H", "H", "H", "H", "H", "H", "H", "H", "H", "H", "H", "H", "H", "H", "H", "O", "P", "N", "C", "C", "N", "C", "C", "N", "C", "C", "H", "H", "H", "H", "H", "H", "H", "H", "H", "H", "H", "H", "H", "H", "H", "H", "H", "H"], "xyz": [[1.571976, -4.209023, -1.286644], [2.105516, -3.013016, -0.554276], [2.621269, -3.074204, 0.518986], [2.009941, -1.810161, -1.210682], [0.765121, -1.139113, -0.913503], [0.442556, -0.280784, -2.120912], [-0.846308, 0.576736, -2.011577], [-1.800542, 0.250021, -0.851650], [-3.208841, 0.745752, -1.237983], [-4.100203, 1.119044, -0.044263], [-4.134318, 0.080489, 1.081579], [-4.398339, -1.353874, 0.642681], [-5.756833, -1.591575, 0.124631], [-6.700219, -0.592651, 0.027429], [-7.810890, -1.108658, -0.508310], [-8.955148, -0.398554, -0.767450], [-7.656869, -2.404227, -0.752350], [-6.408121, -2.671745, -0.346703], [-5.932244, -3.919344, -0.441128], [-4.648804, -4.419064, -0.031854], [-3.611434, -4.189170, -1.131944], [-3.891894, -3.634841, -2.136876], [-1.987599, -4.767567, -0.841632], [2.392827, -4.721778, -1.786298], [1.106674, -4.899830, -0.588962], [0.856141, -3.908272, -2.050048], [-0.004772, -1.872354, -0.670461], [0.987441, -0.477831, -0.071991], [1.296724, 0.382740, -2.260099], [0.391647, -0.891996, -3.021211], [-0.616316, 1.640417, -2.035595], [-1.416596, 0.387374, -2.924659], [-1.867796, -0.821124, -0.663094], [-1.445769, 0.771257, 0.039687], [-3.691600, 0.072989, -1.950563], [-3.041656, 1.676423, -1.785274], [-5.085628, 1.402562, -0.421361], [-3.678025, 2.029557, 0.384127], [-4.836450, 0.319714, 1.883498], [-3.146476, 0.071934, 1.540218], [-3.681642, -1.707771, -0.095069], [-4.275899, -1.987038, 1.521469], [-6.613077, 0.369622, 0.307923], [-9.281317, -0.631004, -1.702090], [-8.739130, 0.593751, -0.807886], [-6.564894, -4.579510, -0.861722], [-4.317559, -4.025376, 0.924915], [-4.736902, -5.495422, 0.116435], [2.829471, 2.683478, 1.905207], [4.093469, 2.183359, 1.254536], [5.257790, 2.478217, 2.487637], [5.862972, 3.769469, 2.745862], [5.018641, 1.714746, 3.702643], [4.136915, 3.242723, -0.085982], [5.277331, 4.029939, -0.501316], [2.900837, 3.946484, -0.411597], [5.148188, 1.059453, 0.391961], [4.423637, -0.176503, 0.043424], [6.513600, 0.746100, 0.778458], [6.781304, 3.621576, 3.320913], [5.208419, 4.463409, 3.289201], [6.192876, 4.247738, 1.826187], [5.106889, 0.639780, 3.499436], [4.022587, 1.902831, 4.119960], [5.757732, 1.962431, 4.463667], [5.358619, 4.962729, 0.069091], [5.186258, 4.297430, -1.557518], [6.213702, 3.477989, -0.416729], [2.736350, 4.818606, 0.233317], [2.041622, 3.288210, -0.315329], [2.929220, 4.283467, -1.450593], [4.246927, -0.808178, 0.919103], [4.969448, -0.765970, -0.695026], [3.457365, 0.071772, -0.402533], [6.590323, 0.177445, 1.711914], [7.121130, 1.643127, 0.865547], [6.958653, 0.144637, -0.018895]], "forces_ev_per_a": [[-0.3, 0.1, -0.3], [0.3, 0.1, 0.2], [0.1, -0.1, 0.3], [-0.5, -0.4, -0.3], [0.8, 0.6, -0.4], [-0.2, 0.4, 0.0], [-0.1, -0.9, -0.4], [-0.4, 0.5, -0.5], [0.4, 0.7, 0.4], [0.3, 0.1, 0.0], [-0.2, -0.2, -0.5], [0.2, -0.5, 0.5], [-0.4, 0.2, 0.0], [-1.0, 0.7, -0.1], [0.1, -0.7, -0.2], [1.0, 0.5, -0.6], [0.1, 0.4, 0.1], [0.2, -0.6, -0.3], [0.1, -0.1, 0.5], [0.3, -0.4, -0.1], [-0.2, 0.2, 0.0], [0.1, 0.3, -0.4], [-0.1, -0.1, 0.3], [0.1, 0.0, 0.0], [0.1, 0.0, 0.1], [0.0, 0.0, 0.0], [-0.1, 0.0, 0.1], [-0.4, -0.2, 0.3], [0.1, 0.0, 0.0], [0.0, -0.2, 0.1], [0.0, 0.0, 0.3], [0.0, 0.1, -0.1], [0.4, 0.0, 0.1], [-0.1, -0.2, 0.2], [0.0, -0.2, 0.1], [-0.2, 0.0, -0.1], [-0.1, 0.0, 0.1], [-0.1, 0.1, 0.1], [0.0, 0.2, 0.0], [0.0, -0.1, 0.1], [-0.1, 0.2, -0.2], [-0.1, 0.0, 0.1], [0.7, -0.1, 0.2], [-0.4, -0.4, 0.3], [-0.3, 0.1, 0.3], [-0.1, 0.1, -0.1], [0.1, 0.1, 0.0], [0.0, 0.0, 0.0], [-0.8, -3.0, -0.4], [3.3, 4.4, -0.2], [0.5, 0.0, -0.3], [-0.1, 0.2, -0.2], [-0.3, -0.3, -0.2], [-0.8, 0.3, 0.0], [0.4, -0.4, -0.3], [-0.1, 0.1, 0.3], [-1.9, -1.6, 0.7], [-0.1, 0.2, -0.3], [0.2, 0.1, 0.5], [-0.1, 0.0, 0.2], [0.0, 0.0, 0.0], [-0.2, 0.0, 0.0], [-0.1, 0.0, 0.0], [0.0, 0.0, 0.1], [0.1, 0.0, -0.1], [0.0, 0.0, 0.0], [-0.1, 0.0, 0.0], [0.0, -0.1, 0.2], [-0.1, 0.0, 0.0], [0.0, 0.0, 0.1], [0.2, 0.0, 0.0], [0.0, -0.1, -0.1], [0.1, 0.1, 0.0], [0.0, 0.0, 0.1], [0.1, 0.0, 0.0], [-0.1, 0.1, 0.1], [-0.2, -0.1, -0.1]], "lowdin_charge": [0.01, -0.53, 0.15, -0.06, -0.18, -0.15, -0.18, -0.21, -0.20, -0.20, -0.17, -0.10, 0.06, 0.17, -0.38, 0.18, 0.22, -0.30, 0.11, -0.15, -0.82, 0.08, 0.75, 0.10, 0.07, 0.07, 0.11, 0.14, 0.12, 0.12, 0.12, 0.11, 0.09, 0.13, 0.12, 0.11, 0.09, 0.12, 0.12, 0.12, 0.10, 0.13, 0.16, 0.13, 0.11, 0.17, 0.12, 0.14, -0.31, 0.70, -0.35, -0.12, -0.13, -0.31, -0.14, -0.14, -0.29, -0.13, -0.13, 0.08, 0.09, 0.05, 0.07, 0.07, 0.08, 0.08, 0.08, 0.07, 0.09, 0.06, 0.08, 0.08, 0.09, 0.06, 0.08, 0.07, 0.09], "homo_ev": -9.5, "spin_multiplicity": 1, "charge": 1}

[3]
{"formula": "C17H40NO14P2S2", "method": "wB97M-V/def2-TZVPD", "elements": ["C", "C", "C", "O", "O", "C", "C", "S", "O", "O", "N", "S", "O", "O", "H", "H", "H", "H", "H", "H", "H", "H", "H", "H", "O", "P", "O", "C", "C", "O", "C", "C", "O", "C", "C", "H", "H", "H", "H", "H", "H", "H", "H", "H", "H", "H", "H", "H", "H", "H", "O", "P", "O", "C", "C", "O", "C", "C", "O", "C", "C", "H", "H", "H", "H", "H", "H", "H", "H", "H", "H", "H", "H", "H", "H", "H"], "xyz": [[1.306602, -3.719031, -1.401590], [1.570429, -2.573857, -0.401130], [0.271319, -2.081994, 0.232775], [-0.240857, -2.764510, 1.086545], [-0.237172, -0.867937, -0.155074], [-1.416304, -0.986042, -0.968572], [-2.682886, -1.448713, -0.222372], [-3.250776, -3.050531, -0.841582], [-2.967478, -3.116746, -2.258044], [-2.620473, -4.111825, -0.106823], [-4.838929, -2.941095, -0.513210], [-5.721623, -4.081935, -1.210288], [-5.994854, -3.836361, -2.604202], [-5.283389, -5.431891, -0.961423], [2.248639, -3.941842, -1.905151], [0.513685, -3.430056, -2.093122], [0.974872, -4.623775, -0.892178], [2.158762, -1.760717, -0.831151], [2.125514, -3.014232, 0.430720], [-1.258686, -1.568856, -1.879857], [-1.631308, 0.031254, -1.301975], [-2.458432, -1.527122, 0.841274], [-3.500160, -0.732881, -0.300591], [-6.901660, -3.933020, -0.547381], [-1.134615, 0.493639, 5.865811], [-2.276530, 1.390181, 5.536414], [-3.528684, 0.372236, 5.289508], [-4.072599, -0.334588, 6.398399], [-4.814065, 0.580964, 7.359233], [-1.932311, 1.799652, 3.995590], [-0.651687, 1.518185, 3.421613], [-0.630205, 0.161258, 2.744161], [-3.246133, 2.740328, 5.642842], [-2.902492, 3.736119, 6.618657], [-1.471260, 4.220794, 6.479521], [-3.277771, -0.877675, 6.918620], [-4.762717, -1.071312, 5.988785], [-4.112277, 1.214949, 7.910936], [-5.373775, -0.002464, 8.091917], [-5.501883, 1.232949, 6.821702], [0.131749, 1.601297, 4.175655], [-0.458517, 2.297545, 2.681282], [-1.073172, -0.616059, 3.366129], [0.390326, -0.129957, 2.495380], [-1.210625, 0.191232, 1.826020], [-3.071575, 3.336142, 7.623645], [-3.591406, 4.568670, 6.477208], [-0.756188, 3.413115, 6.671796], [-1.268449, 5.022450, 7.190610], [-1.284642, 4.585678, 5.469463], [2.833792, 2.197302, -5.116552], [3.715919, 1.030670, -4.838574], [2.771036, -0.267474, -5.130310], [2.388067, -0.556367, -6.471740], [3.558529, -1.033068, -7.315862], [3.722555, 1.015531, -3.205381], [3.213801, 2.117983, -2.452407], [1.738012, 1.945288, -2.149413], [5.124938, 0.147113, -4.818898], [6.292125, 0.731929, -5.419250], [6.614249, 2.102837, -4.854637], [1.920685, 0.324381, -6.922244], [1.633068, -1.339701, -6.417320], [4.246415, -0.207731, -7.527141], [3.208990, -1.421216, -8.273524], [4.118900, -1.811227, -6.798722], [3.408409, 3.058512, -2.968276], [3.776853, 2.150767, -1.517474], [1.169465, 1.642024, -3.027770], [1.312946, 2.872581, -1.761347], [1.596912, 1.161671, -1.402497], [6.154070, 0.790838, -6.503424], [7.120248, 0.049153, -5.231142], [5.819593, 2.823385, -5.079042], [7.541433, 2.484399, -5.283363], [6.715658, 2.058809, -3.770188]], "forces_ev_per_a": [[-0.1, 0.4, 0.2], [-0.2, 0.0, 0.3], [0.3, -1.2, 0.9], [0.0, 0.9, -0.5], [0.3, -0.7, -0.6], [-1.1, 0.8, -0.2], [0.3, -0.2, 0.2], [-1.1, -0.8, 0.2], [0.1, 0.7, -0.4], [0.5, 0.1, 0.6], [0.3, -0.2, -0.3], [0.4, -0.2, -0.5], [-0.5, 0.5, -0.2], [0.0, -0.3, 0.6], [-0.2, 0.0, -0.3], [0.2, -0.2, -0.3], [-0.1, 0.2, 0.1], [-0.2, 0.0, -0.1], [0.1, 0.2, 0.0], [0.2, -0.2, 0.3], [0.3, 0.0, 0.0], [-0.1, -0.3, -0.1], [0.0, -0.1, -0.4], [0.3, 0.3, 0.1], [-0.1, 1.8, 2.9], [-1.8, -2.1, -6.7], [0.3, 0.6, 0.6], [-0.2, -0.2, 0.2], [0.1, 0.1, 0.1], [0.1, 0.5, 0.6], [0.2, -0.4, -0.2], [-0.2, 0.1, 0.1], [1.6, -0.5, 2.6], [0.1, 0.3, 0.1], [0.1, -0.1, -0.1], [0.0, 0.0, 0.0], [0.1, 0.0, -0.1], [0.0, 0.0, 0.0], [0.0, 0.0, 0.0], [0.0, 0.0, 0.0], [-0.1, -0.1, 0.1], [-0.2, 0.1, 0.0], [0.2, 0.1, 0.2], [0.0, 0.0, 0.0], [0.1, 0.0, 0.0], [0.0, 0.0, 0.0], [-0.1, -0.1, -0.1], [0.0, 0.0, 0.0], [0.0, 0.0, 0.0], [0.0, 0.0, 0.0], [2.4, 0.7, -2.3], [-3.5, -3.4, 5.3], [0.7, 0.5, -0.3], [-0.1, -0.1, -0.3], [0.1, 0.2, 0.0], [0.6, 0.2, -0.4], [-0.4, 0.1, 0.1], [-0.1, -0.2, 0.2], [0.0, 2.2, -2.2], [0.3, 0.1, -0.1], [-0.2, 0.1, 0.1], [0.0, 0.0, 0.0], [0.0, 0.0, 0.2], [0.0, 0.0, 0.0], [0.0, 0.0, 0.0], [-0.1, 0.0, 0.0], [-0.1, -0.1, -0.1], [0.1, -0.2, -0.1], [0.1, 0.2, -0.1], [0.0, 0.0, 0.0], [0.0, 0.0, 0.0], [0.0, 0.0, 0.0], [-0.1, -0.1, 0.1], [0.0, 0.0, 0.0], [0.0, 0.0, 0.0], [0.1, 0.0, 0.0]], "lowdin_charge": [-0.07, -0.14, -0.48, 0.13, -0.06, -0.18, -0.21, 0.49, -0.35, -0.33, -0.39, 0.47, -0.40, -0.39, 0.07, 0.08, 0.08, 0.10, 0.11, 0.11, 0.12, 0.09, 0.09, 0.04, -0.22, 0.56, -0.20, -0.28, -0.08, -0.20, -0.28, -0.06, -0.19, -0.29, -0.08, 0.11, 0.12, 0.06, 0.08, 0.08, 0.10, 0.11, 0.09, 0.08, 0.06, 0.10, 0.12, 0.07, 0.08, 0.09, -0.22, 0.56, -0.20, -0.28, -0.08, -0.21, -0.29, -0.07, -0.19, -0.28, -0.08, 0.11, 0.12, 0.06, 0.08, 0.08, 0.10, 0.11, 0.08, 0.08, 0.07, 0.10, 0.12, 0.07, 0.08, 0.09], "homo_ev": -5.0, "spin_multiplicity": 1, "charge": -1}

| no. | total energy (eV) |
| --- | --- |
| 1 | -51660.454 |
| 2 | -63352.418 |
| 3 | -88682.893 |